1.
This record from the OMol25 dataset describes C35H96N9O16PSn as an isolated structure. The level of theory is ωB97M-V/def2-TZVPD.

Element x y z (Å)
Sn (13.419, 31.373, -0.366)
P (16.719, 32.060, -0.910)
O (16.095, 30.734, -1.479)
O (16.032, 32.514, 0.419)
O (16.494, 33.139, -2.005)
O (18.257, 31.855, -0.646)
N (12.277, 29.558, -3.289)
O (12.069, 30.784, -3.344)
O (12.543, 28.991, -4.353)
O (12.154, 28.928, -2.277)
C (12.705, 34.190, -4.285)
C (13.827, 34.691, -3.344)
C (13.699, 36.123, -2.851)
O (14.030, 33.836, -2.226)
H (13.062, 33.264, -4.737)
H (12.561, 34.885, -5.112)
H (11.757, 34.105, -3.754)
H (14.749, 34.678, -3.926)
H (14.485, 36.290, -2.114)
H (12.716, 36.213, -2.389)
H (13.822, 36.900, -3.606)
H (14.972, 33.651, -2.226)
C (17.837, 34.691, -6.690)
C (17.127, 33.789, -5.688)
C (17.295, 32.260, -5.919)
O (16.669, 31.383, -4.975)
C (15.286, 31.653, -4.763)
N (17.545, 34.175, -4.356)
H (17.574, 34.406, -7.708)
H (18.911, 34.521, -6.621)
H (17.549, 35.738, -6.589)
H (16.052, 33.967, -5.656)
H (18.373, 32.104, -5.867)
H (16.860, 32.055, -6.897)
H (14.803, 32.087, -5.639)
H (15.136, 32.237, -3.854)
H (14.717, 30.744, -4.572)
H (17.038, 33.682, -3.635)
H (18.488, 33.815, -4.359)
C (12.066, 27.075, 1.624)
C (12.771, 28.185, 2.391)
C (13.212, 27.724, 3.773)
O (12.081, 27.568, 4.610)
C (12.380, 27.253, 5.950)
N (13.719, 28.877, 1.591)
H (12.012, 27.227, 0.546)
H (11.059, 26.929, 2.015)
H (12.590, 26.120, 1.677)
H (12.014, 28.958, 2.531)
H (13.835, 28.502, 4.215)
H (13.745, 26.776, 3.849)
H (12.898, 26.299, 6.045)
H (11.491, 27.094, 6.562)
H (12.993, 28.055, 6.361)
H (14.504, 28.265, 1.417)
H (14.103, 29.634, 2.137)
C (8.912, 32.990, -6.753)
C (9.690, 32.314, -5.666)
C (8.838, 31.119, -5.183)
O (7.552, 31.524, -4.710)
C (6.936, 30.798, -3.672)
N (10.898, 31.847, -6.266)
H (8.731, 32.318, -7.592)
H (9.480, 33.863, -7.073)
H (7.956, 33.387, -6.414)
H (9.851, 33.024, -4.855)
H (9.408, 30.723, -4.343)
H (8.847, 30.349, -5.954)
H (7.478, 30.858, -2.728)
H (6.870, 29.729, -3.874)
H (5.933, 31.194, -3.514)
H (10.799, 30.893, -6.584)
H (11.546, 31.722, -5.502)
C (14.937, 27.107, -0.991)
C (16.188, 27.386, -1.855)
C (15.875, 27.795, -3.287)
O (17.061, 27.916, -4.113)
C (16.678, 27.941, -5.512)
N (17.003, 28.286, -1.178)
H (15.219, 26.700, -0.020)
H (14.336, 26.389, -1.549)
H (14.338, 27.995, -0.787)
H (16.688, 26.419, -1.927)
H (15.369, 28.760, -3.281)
H (15.215, 27.110, -3.819)
H (16.289, 26.996, -5.892)
H (17.486, 28.198, -6.197)
H (15.934, 28.711, -5.716)
H (16.900, 28.270, -0.174)
H (16.595, 29.197, -1.329)
C (6.907, 27.767, -1.094)
C (5.702, 26.887, -1.468)
C (4.945, 27.427, -2.674)
O (4.363, 28.748, -2.524)
C (3.740, 29.306, -3.679)
N (6.258, 25.621, -1.600)
H (6.577, 28.762, -0.795)
H (7.630, 27.876, -1.902)
H (7.457, 27.402, -0.226)
H (5.064, 26.778, -0.591)
H (4.198, 26.651, -2.838)
H (5.658, 27.405, -3.499)
H (4.351, 29.246, -4.580)
H (3.474, 30.339, -3.455)
H (2.791, 28.794, -3.842)
H (5.447, 25.188, -2.019)
H (6.990, 25.701, -2.291)
C (10.286, 25.575, -1.711)
C (10.822, 25.598, -3.123)
C (9.903, 26.196, -4.185)
O (8.554, 25.711, -4.053)
C (7.701, 26.122, -5.013)
N (12.158, 26.190, -3.161)
H (9.300, 25.136, -1.564)
H (10.150, 26.635, -1.493)
H (11.033, 25.215, -1.003)
H (10.773, 24.574, -3.493)
H (10.300, 25.814, -5.126)
H (9.972, 27.283, -4.229)
H (7.826, 25.576, -5.948)
H (7.730, 27.200, -5.170)
H (6.687, 25.876, -4.698)
H (12.029, 27.089, -2.720)
H (12.480, 26.368, -4.102)
C (12.388, 29.704, -8.272)
C (11.681, 28.388, -7.887)
C (12.725, 27.400, -7.312)
O (12.207, 26.199, -6.716)
C (13.211, 25.287, -6.219)
N (10.755, 28.738, -6.841)
H (11.812, 30.335, -8.948)
H (13.342, 29.579, -8.786)
H (12.729, 30.226, -7.378)
H (11.115, 27.955, -8.713)
H (13.449, 27.881, -6.654)
H (13.251, 27.069, -8.208)
H (13.656, 24.711, -7.031)
H (12.649, 24.611, -5.575)
H (14.023, 25.816, -5.721)
H (11.257, 28.806, -5.967)
H (10.044, 28.029, -6.730)
C (9.688, 34.928, -1.259)
C (10.385, 33.779, -0.545)
C (9.863, 32.420, -1.072)
O (10.246, 31.232, -0.344)
C (9.634, 29.989, -0.736)
N (11.810, 33.928, -0.564)
H (9.712, 34.730, -2.330)
H (10.029, 35.919, -0.958)
H (8.624, 34.955, -1.023)
H (10.127, 33.871, 0.510)
H (10.199, 32.299, -2.102)
H (8.780, 32.439, -1.195)
H (10.022, 29.107, -0.227)
H (9.825, 29.917, -1.807)
H (8.551, 29.926, -0.626)
H (12.150, 34.191, -1.478)
H (12.001, 34.780, -0.056)

Forces on atoms 1 to 2 (eV/Å):
Sn 3.335 0.785 -1.035
P 4.228 0.762 -0.687

As for the maximum force: 4.61 eV Å⁻¹. The frontier orbital gap comes out at 4.5 eV. The LUMO energy comes out at 3.3 eV. The net charge is -2.



2.
This record from the OMol25 dataset describes a 16-piece molecular cluster, C35H99Br2IN2O23P2SSi overall. The level of theory is ωB97M-V/def2-TZVPD.

Element x y z (Å)
C (5.957, 0.290, 0.636)
C (4.809, 1.310, 0.482)
C (3.659, 0.613, -0.309)
N (2.307, 1.051, 0.084)
C (1.415, -0.025, 0.451)
P (2.345, -0.845, 1.887)
O (2.924, -2.164, 1.564)
O (1.433, -0.872, -0.733)
S (0.502, -2.193, -0.729)
O (-0.156, -2.238, -2.003)
O (1.358, -3.322, -0.664)
C (-0.679, -2.104, 0.644)
C (-0.159, -3.119, 1.737)
C (-1.233, -3.872, 2.612)
C (-0.467, -4.273, 3.915)
Br (0.386, -6.009, 3.689)
P (-2.201, -3.144, 0.052)
O (-1.414, -4.506, -0.482)
I (-3.409, -2.467, -1.912)
C (-1.021, -0.658, 1.201)
Br (-1.132, -0.687, 3.210)
C (-2.470, -0.201, 0.864)
C (-3.664, -0.844, 1.634)
C (-4.369, 0.115, 2.588)
N (-5.084, 1.128, 1.956)
O (-4.314, 0.039, 3.770)
C (-0.003, 0.520, 0.792)
C (-0.555, 1.375, -0.401)
C (-0.848, 0.723, -1.747)
O (-1.569, 1.746, -2.518)
C (-2.593, 1.160, -3.220)
C (-3.980, 1.544, -2.769)
O (-2.399, 0.434, -4.120)
Si (0.160, 1.941, 2.130)
C (-1.485, 2.716, 2.684)
C (1.017, 3.499, 1.428)
C (1.211, 1.689, 3.676)
H (6.461, 0.137, -0.313)
H (5.578, -0.699, 0.919)
H (6.673, 0.571, 1.408)
H (5.230, 2.116, -0.114)
H (4.489, 1.633, 1.471)
H (3.836, 0.921, -1.341)
H (3.867, -0.458, -0.300)
H (1.936, 1.541, -0.721)
H (1.540, -0.958, 3.036)
H (3.401, 0.015, 2.267)
H (0.354, -3.949, 1.257)
H (0.551, -2.702, 2.439)
H (-2.060, -3.254, 2.946)
H (-1.533, -4.831, 2.199)
H (-1.221, -4.416, 4.685)
H (0.185, -3.483, 4.278)
H (-1.202, -4.395, -1.431)
H (-2.571, 0.851, 1.127)
H (-2.701, -0.220, -0.198)
H (-3.496, -1.817, 2.079)
H (-4.437, -1.028, 0.875)
H (-5.193, 1.900, 2.608)
H (-4.562, 1.507, 1.170)
H (-1.412, 1.970, -0.090)
H (0.157, 2.157, -0.664)
H (-1.445, -0.186, -1.765)
H (0.069, 0.531, -2.298)
H (-4.656, 1.467, -3.608)
H (-4.296, 0.914, -1.937)
H (-3.934, 2.558, -2.378)
H (-1.943, 3.146, 1.781)
H (-2.222, 2.029, 3.096)
H (-1.291, 3.567, 3.333)
H (2.082, 3.348, 1.276)
H (0.916, 4.226, 2.240)
H (0.489, 3.923, 0.573)
H (0.973, 2.507, 4.363)
H (1.107, 0.770, 4.249)
H (2.274, 1.820, 3.448)
C (9.159, 1.330, -2.265)
O (7.760, 1.291, -1.993)
H (9.663, 1.774, -1.411)
H (9.538, 0.315, -2.418)
H (9.350, 1.938, -3.153)
H (7.329, 0.894, -2.758)
C (-0.245, -7.437, 0.190)
O (-0.923, -7.041, -0.994)
H (0.280, -8.373, 0.015)
H (0.477, -6.666, 0.471)
H (-0.969, -7.576, 0.997)
H (-1.364, -6.218, -0.773)
C (-6.436, 2.514, -6.377)
O (-5.629, 2.071, -5.280)
H (-6.934, 3.433, -6.082)
H (-5.811, 2.710, -7.250)
H (-7.185, 1.760, -6.624)
H (-5.192, 1.256, -5.556)
C (10.767, 3.339, 0.693)
O (11.504, 2.217, 0.203)
H (10.181, 3.754, -0.123)
H (10.096, 3.022, 1.494)
H (11.455, 4.100, 1.068)
H (12.012, 1.867, 0.941)
C (-7.352, 3.447, -1.725)
O (-6.578, 2.326, -2.153)
H (-7.192, 3.589, -0.659)
H (-7.035, 4.346, -2.260)
H (-8.412, 3.268, -1.906)
H (-6.731, 2.215, -3.099)
C (-11.747, 3.699, -1.209)
O (-10.576, 4.507, -1.132)
H (-11.441, 2.678, -1.424)
H (-12.287, 3.718, -0.259)
H (-12.402, 4.053, -2.010)
H (-10.859, 5.407, -0.942)
C (-2.240, 4.525, -5.196)
O (-3.660, 4.604, -5.265)
H (-1.839, 5.534, -5.270)
H (-1.927, 4.085, -4.244)
H (-1.850, 3.923, -6.021)
H (-4.001, 3.704, -5.199)
C (-1.572, -8.860, -4.375)
O (-2.377, -8.009, -3.567)
H (-2.144, -9.132, -5.259)
H (-0.661, -8.342, -4.683)
H (-1.311, -9.767, -3.825)
H (-1.860, -7.775, -2.786)
C (-3.876, -5.581, -4.908)
O (-3.094, -5.806, -3.745)
H (-4.468, -4.681, -4.752)
H (-3.231, -5.439, -5.779)
H (-4.548, -6.425, -5.084)
H (-2.572, -6.612, -3.897)
C (1.182, 7.436, 3.928)
O (1.844, 6.289, 3.400)
H (0.596, 7.885, 3.131)
H (0.516, 7.149, 4.745)
H (1.913, 8.164, 4.290)
H (2.359, 5.900, 4.114)
C (-6.900, -3.395, 3.071)
O (-7.158, -2.068, 3.520)
H (-7.810, -3.785, 2.622)
H (-6.103, -3.398, 2.321)
H (-6.613, -4.033, 3.911)
H (-6.344, -1.736, 3.914)
C (-4.168, -6.722, 0.123)
O (-4.226, -5.318, -0.101)
H (-5.026, -7.006, 0.728)
H (-4.202, -7.259, -0.827)
H (-3.249, -6.984, 0.658)
H (-3.457, -5.087, -0.640)
C (14.018, 1.128, -2.165)
O (13.119, 0.108, -1.753)
H (15.029, 0.728, -2.160)
H (13.768, 1.458, -3.178)
H (13.965, 1.974, -1.475)
H (12.235, 0.491, -1.765)
C (10.346, 6.950, 1.976)
O (9.441, 5.930, 2.388)
H (11.352, 6.539, 1.993)
H (10.111, 7.280, 0.960)
H (10.296, 7.802, 2.658)
H (8.556, 6.306, 2.368)
C (1.920, -0.706, 7.122)
O (0.591, -0.383, 6.723)
H (2.609, -0.196, 6.453)
H (2.102, -0.371, 8.146)
H (2.088, -1.784, 7.055)
H (-0.010, -0.838, 7.321)

Forces on atoms 1 to 2 (eV/Å):
C -0.339 -0.344 0.219
C 0.439 -1.313 -0.240

As for the maximum force: 2.94 eV Å⁻¹. The frontier orbital gap comes out at 8.8 eV. The LUMO energy comes out at 0.0 eV.



3.
This record from the OMol25 dataset describes C35H99F6NO21S2V as an isolated structure. The level of theory is ωB97M-V/def2-TZVPD.

Element x y z (Å)
V (-2.399, 0.372, 2.260)
C (-2.433, 3.773, 2.381)
O (-3.005, 2.487, 2.535)
H (-3.150, 4.542, 2.668)
H (-1.526, 3.915, 2.969)
H (-2.207, 3.924, 1.325)
C (1.177, -2.001, 1.692)
F (1.079, -1.997, 3.028)
F (1.722, -0.872, 1.228)
F (1.942, -2.989, 1.190)
S (-0.609, -2.076, 0.885)
O (-0.540, -2.880, -0.352)
O (-1.510, -2.620, 1.904)
N (-1.163, -0.396, 0.746)
S (-0.888, -0.121, -0.809)
O (0.462, -0.393, -1.216)
O (-1.957, -0.695, -1.613)
C (-1.111, 1.811, -0.848)
F (-2.376, 2.178, -0.752)
F (-0.360, 2.396, 0.059)
F (-0.694, 2.233, -2.017)
C (-1.129, -2.527, 5.921)
C (-0.088, -1.739, 6.698)
O (-0.089, -0.454, 6.160)
H (-1.048, -3.598, 6.105)
H (-1.202, -2.244, 4.870)
H (-2.095, -2.225, 6.324)
H (0.879, -2.243, 6.684)
H (-0.422, -1.634, 7.730)
H (0.029, 0.126, 6.915)
C (1.132, -6.277, 1.251)
C (2.602, -6.624, 1.019)
O (2.649, -7.855, 0.390)
H (0.707, -6.114, 0.261)
H (1.037, -5.335, 1.790)
H (0.632, -7.104, 1.756)
H (3.149, -6.781, 1.949)
H (3.068, -5.891, 0.362)
H (3.587, -8.042, 0.311)
C (3.337, 0.114, 4.916)
C (3.690, -0.138, 6.353)
O (4.715, 0.747, 6.693)
H (4.150, -0.235, 4.278)
H (3.214, 1.172, 4.683)
H (2.379, -0.368, 4.721)
H (4.011, -1.164, 6.537)
H (2.823, -0.014, 7.002)
H (5.492, 0.552, 6.163)
C (-1.080, -2.615, -4.039)
C (-1.015, -2.564, -5.547)
O (0.347, -2.522, -5.993)
H (-2.106, -2.674, -3.678)
H (-0.587, -1.802, -3.506)
H (-0.624, -3.519, -3.636)
H (-1.406, -1.599, -5.870)
H (-1.596, -3.379, -5.980)
H (0.695, -3.415, -5.929)
C (2.995, -2.824, -1.883)
C (3.960, -1.672, -1.839)
O (5.173, -2.028, -2.480)
H (2.178, -2.560, -1.211)
H (3.450, -3.748, -1.526)
H (2.676, -3.005, -2.910)
H (4.178, -1.383, -0.811)
H (3.516, -0.829, -2.370)
H (5.771, -1.287, -2.360)
C (-6.683, 3.806, -0.559)
C (-5.518, 2.914, -0.540)
O (-6.103, 1.710, 0.001)
H (-6.446, 4.635, -1.225)
H (-6.814, 4.218, 0.442)
H (-7.649, 3.371, -0.817)
H (-4.730, 3.272, 0.123)
H (-5.070, 2.733, -1.517)
H (-6.712, 1.887, 0.721)
C (-0.678, 4.035, -4.930)
C (-1.280, 4.826, -6.083)
O (-2.457, 4.222, -6.482)
H (-1.438, 3.907, -4.160)
H (0.111, 4.655, -4.504)
H (-0.201, 3.143, -5.337)
H (-0.597, 4.857, -6.932)
H (-1.510, 5.870, -5.871)
H (-2.762, 4.627, -7.297)
C (-2.676, 0.638, -4.760)
C (-3.536, 1.677, -4.050)
O (-4.167, 2.513, -4.952)
H (-2.044, 0.108, -4.048)
H (-2.067, 1.012, -5.583)
H (-3.307, -0.140, -5.191)
H (-2.970, 2.296, -3.354)
H (-4.270, 1.140, -3.448)
H (-3.504, 3.090, -5.339)
C (2.387, 4.116, -1.554)
C (3.035, 4.862, -2.692)
O (4.383, 5.208, -2.237)
H (2.296, 4.725, -0.655)
H (3.008, 3.293, -1.199)
H (1.393, 3.743, -1.802)
H (2.493, 5.742, -3.036)
H (3.009, 4.235, -3.584)
H (4.785, 5.841, -2.835)
C (-5.778, -1.702, 1.102)
C (-4.556, -1.265, 0.381)
O (-4.181, -0.013, 0.958)
H (-5.499, -1.829, 2.148)
H (-6.214, -2.637, 0.750)
H (-6.639, -1.034, 1.073)
H (-4.814, -1.135, -0.670)
H (-3.690, -1.926, 0.366)
H (-4.806, 0.642, 0.641)
C (-1.207, 5.773, -0.630)
C (-0.451, 6.697, -1.610)
O (-1.297, 7.340, -2.536)
H (-2.017, 6.294, -0.118)
H (-0.593, 5.390, 0.185)
H (-1.662, 5.005, -1.255)
H (0.396, 6.127, -1.993)
H (0.036, 7.448, -0.989)
H (-0.704, 7.790, -3.142)
C (2.141, 1.518, -4.130)
C (1.278, 0.268, -4.365)
O (1.342, -0.047, -5.731)
H (3.123, 1.296, -4.548)
H (2.275, 1.730, -3.069)
H (1.721, 2.452, -4.503)
H (0.263, 0.458, -4.017)
H (1.738, -0.544, -3.801)
H (0.987, -0.931, -5.856)
C (4.370, 1.260, 0.885)
C (5.797, 1.056, 1.321)
O (6.650, 1.835, 0.506)
H (4.150, 1.327, -0.180)
H (3.889, 2.125, 1.342)
H (3.786, 0.457, 1.333)
H (6.036, 0.000, 1.191)
H (5.863, 1.192, 2.400)
H (6.256, 2.710, 0.466)
C (2.507, -4.504, 5.461)
C (3.419, -5.732, 5.421)
O (4.637, -5.440, 4.762)
H (2.066, -4.274, 4.491)
H (2.977, -3.613, 5.878)
H (1.641, -4.710, 6.089)
H (2.893, -6.629, 5.094)
H (3.722, -6.040, 6.422)
H (5.072, -4.746, 5.262)
C (0.556, 2.401, 4.613)
C (0.402, 1.377, 3.442)
O (-0.754, 0.582, 3.709)
H (-0.386, 2.888, 4.866)
H (1.350, 3.122, 4.422)
H (0.862, 1.854, 5.505)
H (1.222, 0.678, 3.281)
H (0.343, 1.839, 2.456)
H (-0.535, 0.100, 4.509)
C (-3.526, -5.010, -0.216)
C (-2.407, -5.377, -1.144)
O (-2.859, -6.320, -2.029)
H (-4.209, -4.329, -0.724)
H (-3.154, -4.481, 0.661)
H (-4.115, -5.855, 0.140)
H (-1.601, -5.761, -0.519)
H (-1.966, -4.516, -1.646)
H (-2.041, -6.693, -2.365)

Forces on atoms 1 to 2 (eV/Å):
V -1.129 2.542 0.308
C -0.606 -1.376 -0.292

Its spin multiplicity is 4. As for the maximum force: 3.80 eV Å⁻¹. The frontier orbital gap (spin up / spin down) comes out at 8.1 / 8.3 eV. The LUMO energy (spin up / spin down) comes out at -0.1 / -0.3 eV. The expectation value of S² is 3.757.